Computed, not measured: a cluster of 2 separate species, C2H4N2S3 in total in a non-equilibrium geometry, with the ωB97M-V functional and the def2-TZVPD basis.

Calculated values
orbital gap	8.635	eV
E_HOMO	-8.73	eV
relative energy (zero: lowest compared OMol25 entry of this formula, charge and spin)	80.2	kcal per mole
total charge	0
SMILES string	Sc1cnns1.S
LUMO energy	-0.0035	Ha
calculated total energy	-37620.9478	eV

Last column: natural (NBO) charge in e.
Atoms and positions in Å:
N -0.364 -1.903 -0.698  -0.188
H -2.223 2.374 0.785  0.090
H 1.139 -2.748 0.481  0.212
S -2.831 3.230 0.265  -0.266
S 2.695 0.115 0.972  0.164
H -3.260 2.694 -1.033  0.176
H 3.020 -1.041 1.502  0.132
S 0.410 0.387 -1.082  0.728
C 0.669 -1.897 0.059  -0.046
C 1.322 -0.337 0.120  -0.557
N -0.577 -0.876 -1.372  -0.447

***

Computed, not measured: the molecule C10H8O3 in a non-equilibrium geometry, with the ωB97M-V functional and the def2-TZVPD basis.

Calculated values
orbital gap	9.199	eV
E_HOMO	-8.90	eV
relative energy (zero: lowest compared OMol25 entry of this formula, charge and spin)	0.0	kcal per mole
total charge	0
SMILES string	COc1cc(=O)oc2ccccc12
LUMO energy	0.0112	Ha
calculated total energy	-16642.1544	eV

Last column: natural (NBO) charge in e.
Atoms and positions in Å:
H 1.762 -2.524 1.951  0.234
C 2.467 -2.101 -0.044  -0.176
C 1.233 -0.396 -1.264  -0.157
C 0.578 -1.024 0.970  0.398
H -1.935 2.843 -2.246  0.206
C 0.361 -0.248 -0.169  -0.196
O -0.907 1.428 -1.245  -0.479
C -0.752 0.704 -0.136  0.405
H -2.340 1.482 1.070  0.241
O -0.228 -0.964 2.076  -0.481
H -2.915 1.884 -1.134  0.189
H 3.288 -2.801 -0.009  0.220
H -1.790 3.128 -0.463  0.190
C -1.291 -0.085 2.130  0.751
C 2.271 -1.313 -1.193  -0.236
H 2.926 -1.411 -2.064  0.219
C 1.624 -1.940 1.059  -0.269
C -1.522 0.774 0.970  -0.465
H 1.083 0.236 -2.124  0.229
C -1.959 2.393 -1.267  -0.255
O -1.955 -0.065 3.132  -0.568

***

Computed, not measured: a cluster of 2 separate species, C4H11NO3 in total in a non-equilibrium geometry, with the ωB97M-V functional and the def2-TZVPD basis.

Calculated values
expectation value of S²	0.77
orbital gap (spin up / spin down)	12.022 / 5.592	eV
E_HOMO (spin up / spin down)	-15.33 / -15.25	eV
relative energy (zero: lowest compared OMol25 entry of this formula, charge and spin)	45.7	kcal per mole
total charge	+1
LUMO energy (spin up / spin down)	-0.1217 / -0.3550	Ha
calculated total energy	-11949.0586	eV
2S+1	2

Last column: natural (NBO) charge in e.
Atoms and positions in Å:
C -0.683 -1.135 -0.705  -0.057
O 2.702 2.928 1.405  -0.928
H 0.902 -2.355 -0.368  0.236
H 1.370 2.732 -0.313  0.553
H -0.462 -3.155 0.037  0.268
H -2.688 -0.236 -0.700  0.227
H 3.103 2.141 1.720  0.479
C -2.092 -0.881 -0.094  -0.571
H -0.538 0.565 -1.933  0.452
O 0.716 2.160 -0.854  -0.666
C 0.032 -2.163 0.111  -0.641
N -0.039 0.172 -1.160  -0.242
H 0.153 -1.847 1.250  0.260
O 0.738 0.787 0.959  -0.414
H 1.857 2.889 1.884  0.474
C 0.462 0.956 -0.207  0.821
H -0.903 -1.548 -1.773  0.256
H -2.616 -1.776 0.040  0.263
H -2.017 -0.235 0.701  0.233

***

Computed, not measured: a structure of composition C27H47MoN2O3P3 in a non-equilibrium geometry, with the ωB97M-V functional and the def2-TZVPD basis.

Calculated values
expectation value of S²	2.02
orbital gap (spin up / spin down)	2.421 / 2.333	eV
E_HOMO (spin up / spin down)	-17.19 / -17.18	eV
total charge	+4
LUMO energy (spin up / spin down)	-0.5426 / -0.5458	Ha
calculated total energy	-67560.9909	eV
2S+1	3

Last column: Löwdin spin population.
Atoms and positions in Å:
H -1.227 -2.858 -0.745  0.000
H 4.248 -2.474 -2.701  0.002
P -1.290 3.550 -2.174  0.009
C 5.055 0.513 -1.781  0.092
H -5.259 -2.940 -2.295  0.000
C 4.369 -0.748 0.669  0.089
C 0.637 -2.795 0.902  0.002
H 1.520 2.369 5.184  0.000
C 0.172 -1.634 5.707  0.000
N 0.621 -0.297 5.251  0.000
C 0.580 1.611 -5.112  0.021
H 0.850 -1.625 -4.019  0.005
H -1.595 -2.822 6.034  0.000
H -4.349 -2.986 0.997  0.000
H -3.101 3.618 -3.791  0.000
C 1.746 1.771 6.070  0.000
C -0.382 -0.939 1.797  0.000
C -0.379 4.889 -2.999  0.003
H -5.614 -1.237 -1.966  0.000
C 1.632 -2.810 1.901  0.001
H -1.860 3.268 0.123  0.000
P 3.865 -0.718 -1.106  0.623
Mo -0.273 0.988 -3.347  0.765
H -1.138 -0.157 1.713  0.000
O 0.038 1.255 3.645  0.000
H -3.635 3.078 -2.199  0.000
H 6.079 0.203 -1.542  0.022
H -1.790 -2.808 -2.450  0.000
C 1.177 0.406 -4.694  0.017
C -1.013 -0.637 -4.447  0.028
H 2.248 0.360 -4.524  0.007
C -1.287 -1.965 5.425  0.000
H 0.658 -3.548 0.112  0.000
H -1.935 -1.115 5.670  0.000
H -0.382 4.685 -4.078  0.000
C 4.625 -2.289 -1.690  0.095
H 0.665 4.854 -2.661  0.000
H -1.429 -2.239 4.374  0.000
O 0.627 1.088 -0.176  0.049
H 2.267 -1.801 3.748  0.000
C 0.335 0.102 3.954  0.000
H 4.304 -1.772 1.038  0.001
H 3.622 -0.137 1.186  0.006
H -0.832 5.866 -2.783  0.000
H 4.827 1.487 -1.329  0.000
H -0.285 4.029 -0.008  0.000
C 0.645 0.749 6.287  0.000
C -1.298 4.031 -0.423  -0.002
P -3.488 -1.997 -0.948  -0.002
H -2.864 -2.019 1.300  0.000
C -2.599 -0.313 -1.227  -0.004
H 4.914 0.587 -2.867  0.000
C -2.100 -3.080 -1.416  0.000
C 0.415 1.027 -1.332  0.063
H -1.321 2.611 -5.453  0.004
H -3.366 4.838 -2.496  0.001
O -2.577 0.796 -0.766  0.001
H 1.162 2.500 -5.244  0.004
C -3.831 -2.047 0.787  0.000
H 1.819 2.435 6.937  0.000
C -3.013 3.819 -2.716  0.005
H -1.609 -1.517 -4.211  0.004
H 0.776 0.218 7.235  0.000
H 5.714 -2.188 -1.691  0.022
H -0.337 1.246 6.310  0.000
C -1.627 0.549 -4.890  0.011
H 0.380 -1.644 6.784  0.000
C -0.841 1.686 -5.214  0.016
H -1.757 5.018 -0.278  0.000
H -2.326 -4.179 -1.375  0.000
H 5.370 -0.333 0.796  0.017
C 0.389 -0.711 -4.383  0.018
H 4.296 -3.098 -1.030  -0.001
N -0.349 -1.897 0.868  0.001
H -2.704 0.616 -4.963  0.004
C 0.485 -0.958 2.899  0.001
H 2.405 -3.570 1.847  0.000
H -4.454 -1.223 1.154  0.000
C 1.549 -1.866 2.925  0.000
H 2.714 1.276 5.938  0.000
H -4.303 -1.658 -3.106  0.000
H 0.814 -2.392 5.238  0.000
C -4.797 -1.951 -2.164  0.000

***

Computed, not measured: the molecule C15H17BrN2O4S2 in a non-equilibrium geometry, with the ωB97M-V functional and the def2-TZVPD basis.

Calculated values
orbital gap	8.176	eV
E_HOMO	-8.55	eV
total charge	0
SMILES string	COc1ccc(CNC(=O)CCNS(=O)(=O)c2ccc(Br)s2)cc1
LUMO energy	-0.0139	Ha
calculated total energy	-118699.7951	eV

Last column: natural (NBO) charge in e.
Atoms and positions in Å:
C -0.683 -2.860 0.737  -0.233
C 0.472 1.052 -2.803  -0.268
N -2.833 -0.771 -0.479  -0.523
C 0.053 2.649 -0.876  -0.327
H 0.214 3.541 -0.295  0.235
Br 4.176 1.776 0.357  0.186
N -0.200 -2.576 2.122  -0.935
C -2.184 -2.757 0.540  -0.527
H -3.314 -0.192 -1.961  0.245
H 3.127 1.592 -2.775  0.163
C 3.226 0.320 2.812  -0.206
H 1.176 0.728 -3.281  0.183
O 1.942 2.750 -1.823  -0.495
H 3.881 3.281 -2.682  0.210
C 2.943 0.800 1.340  -0.473
H -3.667 0.886 -0.935  0.194
C -1.689 1.243 -1.504  -0.123
O -0.447 -1.531 4.370  -0.922
C 2.361 -0.546 3.412  -0.230
H -2.532 -3.866 0.194  0.255
H 2.357 2.540 -3.907  0.190
C 2.857 2.550 -2.877  -0.253
C -2.678 -2.036 -0.535  0.630
H -2.482 -0.414 0.593  0.387
H -0.381 -3.529 2.514  0.468
S -0.319 -1.277 2.800  2.253
H -1.845 2.471 0.246  0.196
C 0.805 2.184 -1.845  0.340
H 2.227 -0.760 4.455  0.268
H -2.690 -2.492 1.428  0.255
H -1.135 -0.121 -2.855  0.185
H -0.376 -1.784 0.256  0.204
C -1.195 2.018 -0.718  -0.111
O -2.842 -2.541 -1.818  -0.716
H 4.142 0.642 3.286  0.223
C 1.139 -0.282 2.642  -0.609
C -2.808 0.275 -1.213  -0.254
H -0.137 -3.483 0.023  0.264
O -1.367 -0.284 2.396  -0.934
C -0.757 0.632 -2.455  -0.101
S 1.463 0.171 1.115  0.706

***

Computed, not measured: the ion C6H9N4 with charge +1 in a non-equilibrium geometry, with the ωB97M-V functional and the def2-TZVPD basis.

Calculated values
orbital gap	7.951	eV
E_HOMO	-13.01	eV
relative energy (zero: lowest compared OMol25 entry of this formula, charge and spin)	110.4	kcal per mole
total charge	+1
SMILES string	C=C/C=C\N/C(C#N)=[NH+]\N
LUMO energy	-0.1860	Ha
calculated total energy	-12317.8482	eV

Last column: natural (NBO) charge in e.
Atoms and positions in Å:
H 1.509 1.889 0.602  0.402
C -0.495 -1.185 1.247  -0.101
H 2.586 0.493 -1.619  0.451
C -1.724 -1.059 0.760  -0.147
C -1.810 1.144 -0.373  -0.317
H -2.356 1.831 -0.985  0.220
N 2.029 0.527 -0.731  -0.294
H -0.947 1.586 0.078  0.165
H -2.421 -1.856 1.060  0.242
N 2.324 1.531 0.149  -0.643
H -3.201 -0.380 -0.470  0.226
H 3.192 1.959 -0.074  0.426
C 0.820 -1.418 -1.368  0.152
C -2.247 -0.110 -0.242  -0.245
C 1.214 -0.483 -0.400  0.410
H -0.433 -1.963 2.077  0.241
N 0.605 -0.451 0.834  -0.531
H 0.944 0.161 1.541  0.429
N 0.411 -2.215 -2.085  -0.085

***

Question: What is the calculated total energy in the third record?
Answer: -11949.0586 eV